No. 1
Entry from the OMol25 dataset: C37H52BBrN10O2RuS3 as an isolated structure (ωB97M-V/def2-TZVPD).

⟨S²⟩ = 0.756
lowest unoccupied orbital energy (spin up / spin down) = -2.64 / -3.11 eV
HOMO level (spin up / spin down) = -9.7672 / -9.7705 eV

The geometry in ORCA input format:
```
! RIJCOSX wB97M-V def2-TZVPD def2/J DEFGRID3
* xyz 1 2
Ru 0.504 -0.389 -0.675
C 2.388 4.255 3.877
C 0.881 4.286 4.120
C 0.589 4.678 5.569
C 0.195 5.309 3.214
N 0.350 2.906 3.877
C 0.002 2.027 4.896
C -0.343 0.861 4.333
N -0.212 1.002 2.955
B -0.532 -0.105 1.981
N -0.140 -1.498 2.513
C -0.896 -2.284 3.357
C -0.273 -3.469 3.484
N 0.860 -3.431 2.687
C 0.910 -2.220 2.085
S 2.065 -1.661 0.937
C 1.826 -4.569 2.529
C 1.834 -5.026 1.071
C 1.371 -5.730 3.407
C 3.207 -4.109 2.989
N -2.001 -0.131 1.548
C -3.058 0.520 2.140
C -4.178 0.101 1.525
N -3.810 -0.796 0.531
C -2.463 -0.906 0.544
S -1.412 -1.856 -0.459
C -4.885 -1.504 -0.250
C -5.790 -0.436 -0.866
C -4.335 -2.397 -1.353
C -5.659 -2.369 0.748
C 0.250 2.256 2.681
S 0.693 2.820 1.155
H 2.811 5.245 4.050
H 2.595 3.963 2.848
H 2.874 3.549 4.552
H 0.872 5.720 5.701
H 1.170 4.098 6.287
H -0.473 4.584 5.802
H 0.442 6.306 3.579
H -0.890 5.194 3.247
H 0.515 5.224 2.182
H 0.016 2.302 5.932
H -0.664 -0.051 4.798
H 0.120 0.037 0.965
H -1.821 -1.942 3.788
H -0.544 -4.326 4.067
H 0.824 -5.281 0.745
H 2.458 -5.916 0.983
H 2.237 -4.259 0.415
H 0.390 -6.105 3.113
H 1.360 -5.464 4.465
H 2.084 -6.543 3.280
H 3.576 -3.280 2.389
H 3.909 -4.938 2.894
H 3.179 -3.803 4.036
H -2.920 1.222 2.943
H -5.202 0.366 1.702
H -5.204 0.272 -1.449
H -6.363 0.104 -0.112
H -6.503 -0.920 -1.533
H -3.756 -1.841 -2.085
H -5.192 -2.835 -1.864
H -3.728 -3.209 -0.956
H -6.108 -1.774 1.544
H -5.003 -3.117 1.196
H -6.462 -2.887 0.223
O -3.010 0.515 -2.821
C -2.872 1.848 -3.037
C -3.934 2.535 -3.609
C -3.837 3.900 -3.830
C -2.690 4.597 -3.478
C -1.628 3.906 -2.915
C -1.699 2.536 -2.704
C -0.522 1.779 -2.151
O -0.897 0.878 -1.174
N 0.062 0.964 -3.228
N 0.769 -0.123 -2.821
C 1.571 -0.677 -3.648
C 2.272 -1.917 -3.378
Br 1.399 -3.035 -2.120
C 3.395 -2.312 -3.980
C 4.186 -1.491 -4.909
C 4.356 -0.116 -4.731
C 5.105 0.619 -5.637
C 5.698 -0.006 -6.724
C 5.553 -1.377 -6.896
C 4.811 -2.115 -5.990
H -2.291 0.233 -2.223
H -4.828 1.985 -3.872
H -4.672 4.425 -4.276
H -2.624 5.664 -3.640
H -0.726 4.435 -2.627
H 0.200 2.498 -1.743
H 0.422 1.437 -4.047
H 1.725 -0.223 -4.625
H 3.755 -3.316 -3.785
H 3.928 0.378 -3.867
H 5.237 1.683 -5.486
H 6.283 0.569 -7.429
H 6.023 -1.871 -7.736
H 4.704 -3.185 -6.123
N 2.674 1.898 -1.552
N 2.427 0.745 -0.730
H 3.520 2.354 -1.219
H 1.923 2.549 -1.360
H 2.578 0.953 0.259
H 3.112 0.050 -1.013
*
```


No. 2
Entry from the OMol25 dataset: one molecule with the formula C4H5NOS2 (ωB97M-V/def2-TZVPD).

lowest unoccupied orbital energy = -0.73 eV
HOMO level = -7.8268 eV
SMILES string = NC1=C(C=S)OCS1

The geometry in ORCA input format:
```
! RIJCOSX wB97M-V def2-TZVPD def2/J DEFGRID3
* xyz 0 1
N -0.799 1.812 -0.003
C 0.067 0.854 -0.036
C -0.292 -0.460 -0.210
C -1.628 -1.013 -0.002
S -3.004 0.158 -0.240
O 0.726 -1.485 -0.185
C 1.996 -0.858 -0.001
S 1.821 1.032 -0.290
H -0.699 2.797 0.649
H -1.677 1.528 -0.024
H -1.681 -2.092 0.047
H 2.391 -1.162 1.100
H 2.778 -1.112 -0.805
*
```


We obtain largest force on an atom values of 0.732, 9.466 eV/Å for the records listed above, in that order.
We obtain relative energy (zero: lowest compared OMol25 entry of this formula, charge and spin) values of 0.0, 80.0 kcal per mole for the records listed above, in that order.